(1)
Density functional theory data (wB97M-V/def2-TZVPD) for C30H32F5N5S2V as an isolated structure in a non-equilibrium geometry.

XYZ file:
```
75
Properties=species:S:1:pos:R:3:forces:R:3:lowdin_charge:R:1
V -0.36048 0.19944 0.84254 0.8 -0.4 -1.6 0.89
C -2.07392 -0.15294 6.30524 -0.1 0.0 -0.1 -0.30
S -1.74790 -1.37884 5.01646 0.0 0.2 0.0 1.01
C -1.45727 -0.39652 3.65972 0.0 -0.2 0.3 -0.97
S -1.17853 -1.35609 2.17648 0.4 0.6 -0.6 0.98
N -1.44595 0.88798 3.60185 -0.1 0.0 -0.1 0.01
N -1.24548 1.31856 2.31712 0.3 -0.1 0.1 -0.12
C -1.44748 2.56727 2.06604 0.0 0.0 -0.1 0.06
C -1.46519 2.94536 0.66925 -0.1 0.3 -0.1 -0.24
C -1.89001 4.19030 0.24375 0.1 -0.3 0.1 0.07
C -2.09799 4.38697 -1.12252 0.0 0.0 -0.1 0.04
C -1.88167 3.33050 -1.98445 0.0 0.0 0.1 0.03
C -1.41732 2.11998 -1.47490 0.1 -0.2 -0.2 -0.10
N -1.19052 1.92430 -0.18238 0.0 -0.1 0.5 0.03
H -2.58634 -0.71093 7.08644 0.0 0.0 0.0 0.06
H -1.14616 0.26764 6.68333 0.0 0.0 0.0 0.06
H -2.72770 0.62025 5.90912 0.0 0.0 0.0 0.05
H -1.68796 3.26399 2.86352 -0.1 -0.1 0.0 0.18
H -2.09419 4.97477 0.95993 0.0 0.0 0.0 0.15
H -2.44698 5.34318 -1.48952 0.0 0.0 0.0 0.15
H -2.06580 3.42266 -3.04587 0.0 0.0 0.0 0.14
H -1.23442 1.28172 -2.13229 0.0 0.1 0.0 0.11
C 3.56973 -1.52124 -1.38167 0.2 -0.1 0.2 -0.02
C 3.74404 -0.05128 -1.14882 -0.4 0.4 -0.1 -0.19
C 5.02565 0.45700 -1.01508 0.1 0.2 0.0 0.00
C 5.25004 1.82066 -0.90155 0.0 -0.1 0.0 0.00
C 4.19383 2.72293 -0.94784 0.1 -0.1 0.0 0.00
C 2.89224 2.27975 -1.06036 0.0 -0.6 0.1 -0.20
C 1.76517 3.25249 -1.14857 -0.1 0.1 0.0 -0.02
C 2.66386 0.87918 -1.12952 1.0 0.4 0.0 -0.21
N 1.35881 0.36980 -1.14581 -1.4 -0.2 0.4 0.15
C 0.91179 -0.28534 -2.15136 0.2 -0.1 0.1 -0.24
C 1.57314 -0.32395 -3.48887 -0.1 0.0 -0.1 0.03
C -0.31222 -1.13351 -1.92496 0.5 0.3 -0.2 -0.21
C -0.78700 -1.99136 -3.04158 -0.2 0.0 0.1 0.05
N -0.84478 -1.12574 -0.74996 -0.4 0.2 1.0 0.04
C -1.83142 -2.16731 -0.47583 0.0 0.0 -0.1 -0.32
C -1.34761 -3.45587 -0.21836 -0.5 0.0 0.0 -0.25
C 0.10297 -3.83090 -0.21397 0.2 0.1 0.0 -0.02
C -2.30585 -4.43353 0.06452 0.1 0.1 0.0 0.00
C -3.65499 -4.13240 0.07409 0.0 0.0 0.0 -0.01
C -4.09486 -2.83897 -0.18462 0.1 0.1 0.0 0.00
C -3.18969 -1.82173 -0.45800 0.1 -0.5 0.1 -0.24
C -3.65851 -0.43252 -0.74456 0.0 0.2 0.0 -0.02
H 4.24570 -2.08066 -0.73553 0.0 0.0 0.0 0.11
H 3.83658 -1.76659 -2.41206 0.0 0.0 0.0 0.11
H 2.56338 -1.88157 -1.19202 -0.1 -0.1 0.0 0.05
H 5.87745 -0.21078 -1.01771 -0.1 -0.1 0.0 0.14
H 6.26326 2.18716 -0.80436 0.0 0.0 0.0 0.13
H 4.41036 3.78230 -0.90474 -0.1 0.0 0.0 0.13
H 2.14648 4.25732 -1.31714 0.0 0.0 0.0 0.10
H 1.18774 3.26493 -0.22174 -0.1 0.1 0.0 0.07
H 1.09306 3.00664 -1.96956 0.0 0.0 -0.1 0.08
H 2.51356 0.21899 -3.48644 0.0 0.0 0.0 0.11
H 0.91117 0.13038 -4.23216 0.0 0.0 0.0 0.12
H 1.74431 -1.35051 -3.81333 0.0 0.0 0.0 0.11
H -0.75225 -1.44552 -3.98320 0.1 0.0 0.0 0.11
H -1.79514 -2.35793 -2.86013 0.1 0.0 0.0 0.11
H -0.12723 -2.85859 -3.14311 0.0 0.0 0.0 0.13
H 0.77044 -2.97779 -0.07314 0.0 0.0 0.0 0.06
H 0.38506 -4.33081 -1.14316 0.0 0.0 0.0 0.10
H 0.30409 -4.53206 0.59503 0.0 0.0 0.0 0.10
H -1.98017 -5.44283 0.28110 0.0 0.0 0.0 0.14
H -4.37536 -4.91086 0.28629 0.0 0.0 0.0 0.13
H -5.15397 -2.61721 -0.17614 0.0 0.0 0.0 0.13
H -4.73918 -0.36467 -0.64331 0.0 0.0 0.0 0.10
H -3.40218 -0.11416 -1.75898 0.0 0.0 0.0 0.09
H -3.22685 0.29626 -0.04863 0.0 0.0 0.0 0.06
F 1.83983 1.40921 1.46559 -0.5 0.0 0.0 0.12
C 1.44690 0.17814 1.87267 0.3 0.2 -0.1 -0.38
F 2.09565 -0.75262 1.16640 -0.3 -0.3 0.0 0.13
C 1.84850 0.02661 3.35522 0.0 -0.2 0.7 -0.60
F 3.16263 0.09482 3.43324 0.1 0.0 -0.2 0.23
F 1.44904 -1.15382 3.82697 -0.1 0.2 -0.1 0.17
F 1.32203 1.01053 4.07784 -0.1 -0.1 -0.1 0.19
```
Positions in Å, forces in eV/Å.

For the HOMO energy (spin up / spin down), the calculation gives -16.63 / -16.64 eV. The value obtained for the gap between HOMO and LUMO (spin up / spin down) is 0.1686 / 0.1693 Eh. Its total charge is +3. The calculation puts the LUMO energy (spin up / spin down) at -12.04 / -12.03 eV.


(2)
Density functional theory data (wB97M-V/def2-TZVPD) for C30H32FN8O6S2Sn as an isolated structure in a non-equilibrium geometry.

XYZ file:
```
80
Properties=species:S:1:pos:R:3:forces:R:3:lowdin_charge:R:1
Sn -1.37998 1.48898 -2.37280 0.0 -0.4 -0.4 1.67
O -2.57133 4.60164 0.79869 0.0 0.0 0.0 0.03
C -3.43475 5.50076 0.28296 0.0 0.0 0.0 -0.26
C -3.89698 6.51111 1.12522 0.0 0.0 0.0 -0.02
C -4.78762 7.45415 0.65450 0.0 0.0 0.0 -0.08
C -5.23566 7.40708 -0.66373 0.0 0.0 0.0 -0.09
C -4.77982 6.40654 -1.49723 0.0 0.0 0.0 -0.03
C -3.87532 5.43936 -1.04820 0.0 0.0 0.0 -0.08
C -3.40714 4.36637 -1.96212 0.2 -0.2 0.6 -0.41
O -2.52828 3.52496 -1.51323 -0.1 0.1 -0.2 -0.27
N -3.94158 4.33899 -3.16121 -0.2 0.0 -0.4 0.07
N -3.45002 3.28234 -3.85102 -0.2 0.1 1.0 -0.10
C -3.64387 3.13694 -5.07389 -0.3 0.2 0.0 -0.80
S -4.44746 4.11549 -6.27162 0.3 -0.2 -0.3 0.94
C -3.67663 3.11519 -7.61061 0.0 0.3 0.1 -0.50
C -2.30996 2.57930 -7.18060 -0.1 -0.9 -0.5 -0.37
S -2.67870 1.73283 -5.63025 0.4 0.2 0.7 1.02
H -2.36006 3.99533 0.04769 0.0 0.0 0.0 0.04
H -3.53741 6.52943 2.14566 0.0 0.0 0.0 0.11
H -5.13741 8.23452 1.31869 0.0 0.0 0.0 0.10
H -5.93353 8.14676 -1.03164 0.0 0.0 0.0 0.10
H -5.11148 6.34584 -2.52397 0.0 0.0 0.0 0.10
H -3.56695 3.70950 -8.51437 -0.1 0.1 0.1 0.08
H -4.34136 2.28309 -7.84280 0.0 0.0 0.0 0.08
H -1.47059 3.26576 -7.11714 -0.2 0.3 0.3 0.11
H -2.06113 1.78565 -7.89064 0.3 0.1 0.1 0.09
C 1.87072 -6.14746 -0.92785 0.0 0.0 0.0 -0.06
C 2.71375 -4.98243 -1.42151 0.0 0.0 0.0 -0.19
N 2.05572 -3.68941 -1.22069 0.1 0.0 0.0 -0.03
C 1.31575 -3.17410 -2.23117 0.0 0.1 0.0 0.04
C 0.65416 -1.98588 -2.21922 0.0 -0.1 0.0 -0.02
C -0.12510 -1.65015 -3.48880 0.0 0.0 -0.1 -0.62
O -0.07317 -2.47728 -4.39342 0.0 0.0 0.0 0.03
O -0.75556 -0.54501 -3.51426 -0.3 0.5 0.4 -0.20
C 0.73589 -1.17000 -1.04427 -0.1 0.1 0.1 -0.30
O 0.19714 -0.06994 -0.86916 0.1 0.1 -0.1 -0.11
C 1.52596 -1.74502 0.06558 0.0 0.0 0.0 -0.04
C 1.62780 -1.02802 1.25534 0.0 0.0 0.0 0.09
C 2.32996 -1.53147 2.31301 0.1 0.1 0.0 -0.19
F 2.43576 -0.77317 3.43034 0.0 0.0 0.0 0.06
C 2.94634 -2.78903 2.25947 -0.1 0.0 0.0 -0.14
C 2.83657 -3.50639 1.07870 0.0 0.0 0.0 0.05
C 2.15592 -2.99097 -0.03199 0.0 0.0 0.0 -0.12
N 3.62327 -3.38659 3.36059 0.1 0.0 0.0 -0.10
C 4.94570 -3.94625 3.12005 0.0 0.0 -0.1 -0.13
C 5.06785 -5.23968 3.93476 0.0 0.0 0.0 -0.07
N 4.13708 -5.12581 5.11403 0.0 0.0 0.0 0.05
C 4.20775 -3.74351 5.69127 -0.1 0.0 0.0 -0.07
C 3.55703 -2.78006 4.68701 -0.1 0.0 0.0 -0.13
H 2.38989 -7.09034 -1.10052 0.0 0.0 0.0 0.08
H 0.92106 -6.17998 -1.46133 0.0 0.0 0.0 0.09
H 1.65224 -6.06033 0.13764 0.0 0.0 0.0 0.07
H 2.90896 -5.07248 -2.48827 0.0 0.0 0.0 0.13
H 3.68801 -4.95034 -0.93321 0.0 0.0 0.0 0.11
H 1.24596 -3.76548 -3.13702 0.0 0.0 0.0 0.15
H 1.15357 -0.05663 1.32277 0.0 0.0 0.0 0.13
H 3.24120 -4.50747 1.03965 0.0 0.0 0.0 0.10
H 5.74087 -3.23756 3.38263 0.0 0.0 0.1 0.14
H 5.07222 -4.18005 2.06798 0.0 0.0 0.0 0.12
H 6.07153 -5.39353 4.32666 0.0 0.0 0.0 0.14
H 4.76480 -6.11924 3.37057 0.0 0.0 0.0 0.14
H 4.35371 -5.83625 5.81191 0.0 0.0 0.0 0.19
H 3.18255 -5.28399 4.78457 0.0 0.0 0.0 0.19
H 5.26124 -3.53841 5.87008 0.0 0.0 0.0 0.14
H 3.68335 -3.73421 6.64366 0.0 0.0 0.0 0.14
H 4.06257 -1.81352 4.75767 0.0 0.0 0.0 0.14
H 2.51337 -2.62294 4.95172 0.0 0.0 0.0 0.14
O -1.56610 1.82275 -4.59268 0.4 -0.4 -1.3 -0.72
N -2.73333 0.91347 3.62309 0.0 0.1 0.1 0.11
C -1.87006 1.52758 2.73226 0.0 0.0 0.0 -0.37
C -2.00071 1.32787 1.34803 0.0 0.1 0.0 -0.08
N -1.17675 1.89338 0.49251 0.0 0.0 0.1 -0.01
C -0.19248 2.64828 0.98673 0.0 -0.1 0.0 -0.15
C -0.04759 2.81298 2.34874 0.0 0.0 0.0 -0.12
N -0.88160 2.25841 3.22727 0.0 -0.1 0.0 0.13
H -3.70764 0.93218 3.36270 0.0 -0.1 -0.1 0.09
H -2.58961 1.23868 4.56832 0.0 0.0 0.0 0.09
H -2.79587 0.70161 0.95601 0.0 0.0 0.0 0.12
H 0.48077 3.12325 0.28412 0.0 0.0 0.0 0.12
H 0.75262 3.42200 2.75164 0.0 0.0 0.0 0.11
```
Positions in Å, forces in eV/Å.

For the HOMO energy, the calculation gives -8.89 eV. The value obtained for the gap between HOMO and LUMO is 0.2063 Eh. Its total charge is +1. The calculation puts the LUMO energy at -3.28 eV.


(3)
Density functional theory data (wB97M-V/def2-TZVPD) for C30H32N5O2S2Tc as an isolated structure in a non-equilibrium geometry.

XYZ file:
```
72
Properties=species:S:1:pos:R:3:forces:R:3:mulliken_spin:R:1
Tc -0.15475 -0.65588 0.04374 0.8 -1.1 -0.1 1.86
C -1.64475 -5.27986 2.99191 0.0 0.0 -0.1 0.01
C -1.14549 -4.57451 1.71837 0.0 -0.1 0.1 0.01
C -2.26712 -4.43847 0.69372 0.0 0.0 0.0 0.00
C -0.50931 -3.26478 2.10348 0.2 0.1 0.0 0.06
C -1.16104 -2.03837 1.94501 0.1 0.2 0.2 -0.02
C -0.57412 -0.83969 2.42410 -0.1 -0.1 0.2 -0.04
C 0.69033 -0.84780 3.04443 0.0 -0.3 -0.3 0.02
C 1.24303 0.36256 3.74306 0.1 -0.1 0.1 0.00
C 1.35989 -2.07932 3.12195 -0.1 0.3 0.0 0.00
C 0.76739 -3.24873 2.68480 -0.2 -0.1 -0.1 0.00
H -2.05688 -6.25380 2.73099 0.0 0.0 0.0 0.00
H -2.43096 -4.69504 3.47440 0.0 0.0 0.0 0.00
H -0.84071 -5.43480 3.71216 0.0 0.0 0.0 0.00
H -0.35143 -5.19802 1.29335 0.0 0.0 0.0 0.00
H -3.13648 -3.92361 1.10992 0.0 0.0 0.0 0.00
H -2.60659 -5.42647 0.38565 0.0 0.0 0.0 0.00
H -1.94464 -3.89080 -0.19774 0.0 0.0 0.1 0.00
H -2.18713 -2.02181 1.59832 0.1 0.1 -0.1 0.00
H -1.20118 0.03942 2.52696 0.0 0.0 0.0 0.01
H 2.28673 0.54778 3.48077 0.0 0.0 0.0 0.00
H 1.22500 0.18579 4.82134 0.0 0.0 0.0 0.00
H 0.65176 1.25602 3.55531 0.0 0.0 0.0 0.00
H 2.33778 -2.11757 3.58870 0.0 0.0 0.0 0.00
H 1.29797 -4.18769 2.80206 0.0 0.0 0.0 0.00
O -3.14345 -0.83003 -2.56555 -0.6 -0.1 -0.3 0.03
C -2.10366 -0.65321 -2.03193 0.5 -0.2 1.1 0.02
O -1.88392 -0.92021 -0.70326 -0.5 0.3 -1.0 0.05
C -0.88742 -0.11402 -2.71443 0.3 0.1 0.3 -0.01
C -0.87474 0.29177 -4.02769 0.0 0.1 -0.2 0.00
C 0.30440 0.82327 -4.53824 0.0 0.0 0.0 0.00
C 1.42031 0.92290 -3.71436 0.0 0.0 -0.2 0.00
C 1.33877 0.47958 -2.40930 -0.4 -0.2 0.0 -0.03
N 0.19506 -0.02950 -1.92251 0.3 0.1 -0.1 -0.06
H -1.77967 0.18760 -4.61404 0.1 0.0 0.0 0.00
H 0.35262 1.15900 -5.56643 0.0 0.0 0.0 0.00
H 2.35100 1.33891 -4.07660 0.0 0.0 0.0 0.00
H 2.18936 0.52030 -1.73998 0.0 0.0 0.0 0.01
C -0.49484 -3.71471 -2.95570 0.3 0.0 0.0 0.00
N 0.92801 -3.33891 -3.02082 -0.3 0.0 -0.1 0.00
C 1.74799 -3.54400 -4.11624 0.0 0.0 0.0 0.00
C 2.98990 -3.13864 -3.77045 0.0 0.0 0.0 0.00
N 2.89906 -2.68965 -2.47015 0.1 0.1 -0.1 0.00
C 1.64286 -2.81308 -2.02086 -0.1 0.0 0.2 0.01
S 1.13091 -2.60481 -0.36302 0.0 0.1 0.1 0.04
H -0.90300 -3.70333 -3.96182 0.0 0.0 0.0 0.00
H -1.03264 -3.00816 -2.33285 0.0 0.0 0.0 0.00
H -0.59423 -4.71297 -2.53506 0.0 0.0 0.0 0.00
H 1.37959 -3.96289 -5.03770 0.0 0.0 0.1 0.00
H 3.91423 -3.14855 -4.32288 0.0 0.0 0.0 0.00
H 3.66832 -2.35360 -1.90853 -0.1 -0.1 0.0 0.00
S -0.71245 5.81927 1.25267 0.1 0.8 0.1 0.01
C -0.72240 4.12990 0.92165 0.1 -1.4 -0.1 0.01
C -1.75654 3.40451 0.30802 0.3 0.7 0.3 0.00
C -1.60044 2.06259 0.09075 0.7 -0.7 0.3 0.04
N -0.47869 1.38934 0.44737 -0.3 1.0 0.1 -0.01
C 0.53230 2.08945 1.01940 -0.6 -0.6 -0.5 -0.01
C 0.45471 3.42902 1.26528 -0.5 0.8 0.0 -0.01
C -2.39383 6.34330 1.10406 0.4 -0.1 0.1 -0.02
C -3.44734 5.68885 1.72828 -0.3 0.3 -0.2 0.07
C -4.70967 6.26875 1.66184 -1.2 -0.2 0.4 0.01
N -4.87615 7.41957 1.03160 2.7 -1.1 0.0 0.79
C -3.89401 8.07502 0.43966 -0.7 0.9 -0.4 0.01
C -2.60130 7.54996 0.45362 -0.5 0.0 0.2 0.07
H -2.67230 3.88174 -0.01034 0.0 0.0 0.0 0.00
H -2.39638 1.48394 -0.35840 0.0 -0.1 0.0 0.00
H 1.42423 1.53390 1.28983 -0.1 0.0 0.0 -0.02
H 1.28817 3.93565 1.73551 0.0 0.0 0.0 0.00
H -3.30904 4.77151 2.28885 -0.2 0.1 0.0 0.01
H -5.57319 5.82230 2.13878 -0.1 0.0 0.1 0.03
H -4.12817 9.01024 -0.05165 0.0 0.1 -0.1 0.03
H -1.79235 8.08264 -0.03262 -0.2 0.1 0.0 0.01
```
Positions in Å, forces in eV/Å.

Its multiplicity is 4. For the HOMO energy (spin up / spin down), the calculation gives -15.61 / -15.87 eV. As for the relative energy (zero: lowest compared OMol25 entry of this formula, charge and spin): 0.6 kcal per mole. The value obtained for the gap between HOMO and LUMO (spin up / spin down) is 0.2495 / 0.1356 Eh. Its total charge is +3. The calculation puts the LUMO energy (spin up / spin down) at -8.82 / -12.18 eV.


Looking at calculated total energy for the records above, in order, we have -3674.832276, -3162.181802, -2462.902481 a.u..